1.
Entry from the Open Molecules 2025 dataset: C2H6N4S2 in the gas phase (ωB97M-V/def2-TZVPD).

Geometry (Å):
H -4.090 0.176 0.307
N -3.528 -0.698 0.118
C -2.278 -0.301 0.015
N -1.845 0.912 0.427
S -1.048 -1.684 -0.396
S 0.709 -1.402 0.582
C 1.830 -0.168 -0.014
N 3.130 -0.588 0.151
N 1.309 0.921 -0.340
H 2.001 1.599 -0.566
H -2.358 1.889 0.083
H -0.794 1.015 0.368
H 3.740 0.050 -0.420
H 3.222 -1.719 -0.315

Values from the calculation:
LUMO   0.0078 Ha
SMILES string   [H]/N=C(\N)SS/C(N)=N/[H]
HOMO-LUMO gap   9.12 eV
HOMO   -0.3273 hartree

=====

2.
Entry from the Open Molecules 2025 dataset: a gas-phase ion, C2H6N5 (charge +1) (ωB97M-V/def2-TZVPD).

Geometry (Å):
N 1.611 -1.060 -0.325
C 0.532 -0.410 0.047
C 0.369 1.031 0.292
N -1.059 1.349 -0.122
N -2.140 0.603 0.020
N -2.080 -0.605 0.195
N -0.928 -1.217 0.273
H 2.439 -0.632 -0.490
H 1.563 -1.992 0.030
H 0.590 1.279 1.328
H 1.071 1.762 -0.265
H -1.077 2.055 -0.865
H -0.891 -2.162 -0.118

Values from the calculation:
LUMO (alpha / beta)   -0.1997 / -0.1997 Ha
SMILES string   [NH2+]=C1CNN=NN1
HOMO-LUMO gap (alpha / beta)   8.14 / 8.13 eV
HOMO (alpha / beta)   -0.4986 / -0.4986 hartree
Charge   +1

=====

3.
Entry from the Open Molecules 2025 dataset: a molecular structure, C2H6N6 (ωB97M-V/def2-TZVPD).

Geometry (Å):
C -0.013 -0.625 -0.012
C 2.062 -0.142 0.159
H -2.919 -0.821 0.984
H -1.996 0.464 0.403
H 1.280 -2.092 0.400
H 3.161 -0.049 0.101
H -0.867 2.298 0.769
H -0.542 2.354 -0.750
N -2.303 -0.455 -0.116
N -1.113 -1.238 -0.060
N 1.180 -1.258 -0.156
N 1.551 0.953 -0.025
N 0.181 0.682 0.009
N -0.984 1.664 -0.051

Values from the calculation:
LUMO   0.0255 Ha
HOMO-LUMO gap   8.25 eV
HOMO   -0.2778 hartree

=====

4.
Entry from the Open Molecules 2025 dataset: C2H6N6 in the gas phase (ωB97M-V/def2-TZVPD).

Geometry (Å):
N 2.894 -0.781 0.057
N 2.208 0.444 -0.449
C 0.971 0.341 -0.312
N 0.040 -0.892 -0.326
C -1.178 -0.273 -0.088
N -2.530 -0.694 -0.198
N -1.189 0.945 0.109
N 0.163 1.536 -0.225
H 2.248 -1.630 0.340
H 3.739 -0.350 0.715
H -3.195 -0.539 0.830
H -2.748 -1.725 -0.613
H -1.908 1.511 -0.425
H 0.485 2.107 0.586

Values from the calculation:
LUMO   0.0116 Ha
SMILES string   N/N=c1\nc(N)[nH][nH]1
HOMO-LUMO gap   7.98 eV
HOMO   -0.2817 hartree

=====

5.
Entry from the Open Molecules 2025 dataset: a gas-phase ion, C2H6NO (charge -1) (ωB97M-V/def2-TZVPD).

Geometry (Å):
C -0.085 1.200 -0.005
N -0.570 -0.082 -0.469
C 0.314 -1.198 -0.016
O 0.368 -1.375 1.299
H 0.753 1.525 -0.642
H -0.861 1.951 -0.151
H 0.253 1.230 1.040
H -1.443 -0.238 0.032
H -0.048 -2.061 -0.636
H 1.319 -0.952 -0.452

Values from the calculation:
LUMO   0.1743 Ha
SMILES string   CNC[O-]
HOMO-LUMO gap   6.90 eV
HOMO   -0.0794 hartree
Charge   -1

=====

6.
Entry from the Open Molecules 2025 dataset: a gas-phase ion, C2H6NO (charge +1) (ωB97M-V/def2-TZVPD).

Geometry (Å):
C 1.256 -0.164 -0.259
C 0.063 -0.291 0.452
N -1.176 0.297 -0.052
O 0.961 0.724 0.744
H 2.051 -0.925 0.022
H 1.275 0.110 -1.235
H -0.130 -1.213 0.937
H -1.161 1.286 0.149
H -1.958 -0.141 0.310
H -1.180 0.318 -1.068

Values from the calculation:
Spin multiplicity   3
LUMO (alpha / beta)   -0.1351 / -0.3482 Ha
HOMO-LUMO gap (alpha / beta)   4.89 / 8.43 eV
HOMO (alpha / beta)   -0.3149 / -0.6581 hartree
Charge   +1

=====

7.
Entry from the Open Molecules 2025 dataset: a molecular structure, C2H6NO2 (ωB97M-V/def2-TZVPD).

Geometry (Å):
C -0.956 -0.360 0.160
C 1.212 0.674 -0.158
N 0.360 -0.242 0.644
O 1.176 -1.849 0.268
O 2.521 0.346 -0.210
H -1.072 -1.312 -0.408
H -1.636 -0.358 1.038
H -1.098 0.533 -0.636
H 0.586 0.929 -1.131
H 1.124 1.650 0.374
H 1.967 -1.307 0.049

Values from the calculation:
LUMO   0.1645 Ha
HOMO-LUMO gap   7.47 eV
HOMO   -0.1101 hartree
Charge   -1

=====

8.
Entry from the Open Molecules 2025 dataset: C2H6NO2P in the gas phase (ωB97M-V/def2-TZVPD).

Geometry (Å):
C -1.471 -0.370 0.857
C -1.372 0.346 -0.457
O -2.385 0.556 -1.079
N -0.118 0.801 -0.908
P 1.411 0.468 -0.794
O 2.171 -0.969 -0.134
H -0.403 -0.574 1.236
H -2.068 -1.257 0.874
H -1.959 0.411 1.512
H 1.893 1.402 -0.082
H 2.267 0.450 -1.789
H 2.034 -1.264 0.764

Values from the calculation:
LUMO   0.0102 Ha
SMILES string   CC(=O)N=[PH2]O
HOMO-LUMO gap   9.86 eV
HOMO   -0.3522 hartree

=====

Question: Which formula does entry 4 have?
Answer: C2H6N6

=====

Question: What is the formula in the eighth record?
Answer: C2H6NO2P